1.
Computed, not measured: a structure of composition C53H132N8O18Zn in a non-equilibrium geometry, with the ωB97M-V functional and the def2-TZVPD basis.

As for the expectation value of S²: 0.751. For the HOMO-LUMO gap (spin up / spin down), the calculation gives 1.53 / 7.41 eV. As for the electronic energy: -5669.6987 Eh. The maximum force is 3.40 eV Å⁻¹.

```
! wB97M-V def2-TZVPD RIJCOSX def2/J DEFGRID3
* xyz -1 2
H -4.62127 -1.29894 3.55109
H 4.91533 -0.33047 10.16148
H 2.32432 4.93955 0.04183
H 6.71669 2.64813 2.53621
C 0.77129 3.02173 -3.15803
H 3.49852 -3.20410 9.73648
H 1.26988 2.10707 -2.83725
C 2.07951 0.57669 -10.91788
H 0.28320 1.47795 0.26471
N 0.34642 3.27876 -7.20976
H 0.43110 -5.54408 -4.93049
H -5.43670 3.31076 -0.93175
C -0.11709 -4.60257 -4.89650
H -4.41103 -3.74397 2.08120
H -1.22840 -6.36604 -6.81966
H -3.21754 -0.67458 1.62003
H -2.19516 2.90269 4.89218
C 3.88868 -1.58346 6.53034
H 3.01279 4.68585 3.85189
H 0.04128 4.58642 -4.97783
O 3.16696 4.40207 1.90819
H -2.04243 -0.28278 4.37510
H -0.01162 -0.88230 0.09171
C -3.05540 4.72410 5.41342
C -0.64085 3.73626 -4.98402
O -4.55069 -2.43953 -1.53101
O 5.28782 -2.02996 9.15294
H 3.78988 -0.90313 4.46095
C -1.81449 -4.76549 -0.31210
C -2.15036 -8.12571 -3.26773
H 2.31691 -0.29389 6.94367
H -2.16086 -1.10578 -3.33818
H 1.64011 -1.11222 0.78328
H -4.51088 -1.86000 -3.53892
H -4.40239 4.41028 -0.18084
H 4.86207 -1.50519 1.98956
H -0.62683 -2.25718 -4.97480
H -8.07204 -2.72111 4.65762
C -2.27179 1.22275 -1.91656
H 5.70049 0.14233 3.85895
H -1.61762 2.53525 -6.70140
C 1.24670 0.97636 0.35516
H 1.85012 -0.38273 -11.38156
H 6.45041 3.36605 -1.38874
C -4.45888 1.32680 2.82714
H 6.90260 0.29206 2.59935
O 2.10554 1.60823 1.28361
H 5.12297 -3.85439 9.99970
H 2.05517 6.03904 1.39706
H 5.90593 0.96145 -1.91188
N -3.93688 -1.93326 3.16463
C 0.05304 2.46295 -8.37086
H -5.37101 3.08574 0.65399
C 0.95962 -1.09725 -4.33621
C -0.62739 6.14295 -0.02054
C 1.61173 -2.32125 3.41522
H -4.15646 -7.46030 -5.14798
C -3.45419 -8.29135 -5.21331
H 3.80447 -2.51065 7.09719
H 0.05633 5.73008 -0.76228
O -2.21126 -7.87818 -4.65312
H 1.53645 -3.74623 -3.71236
H -0.47491 1.58679 -7.99441
O 0.02323 2.64495 -4.30518
H -3.38571 -8.34656 -6.29975
H -6.84277 -3.25764 2.12294
H 1.43448 -1.03210 -5.31517
H -3.67803 -6.73041 -2.57124
H 0.29565 -0.23364 -4.37370
C -7.87703 -1.79254 4.12112
H -0.77765 3.71648 0.63811
H 1.62472 0.95676 -0.66700
H 0.54117 -2.20000 3.25003
N -2.38986 -7.23266 -0.96625
C 4.56810 4.18586 -1.93981
H -5.44249 -4.24616 -2.07205
H -0.62609 2.97606 -9.05174
H -2.36083 -5.34612 -5.87860
H 2.51968 1.23270 -11.66888
O 0.95503 1.05942 -10.23461
O -3.25258 6.03586 4.92787
H 3.89875 6.02966 3.06055
C -4.68252 3.35746 -0.14617
C -2.30836 3.85682 4.37748
Zn 3.97252 2.32720 1.52000
H -2.39451 4.72437 6.28021
H 1.68790 -3.37649 -5.30639
C -5.71023 -3.25233 -1.71326
H -4.95051 0.58993 2.19199
H 3.55967 6.06380 0.51794
C -2.72181 -5.99887 -0.25838
H 4.44894 2.47336 4.18544
N 3.27842 -0.43480 7.21888
H -7.78500 -1.10195 4.95941
C -1.54325 -5.34600 -6.59948
H -4.70603 6.35789 6.21758
H -1.66526 5.95355 -0.29449
H 2.91199 0.44475 9.01870
H 1.41391 -4.47403 -0.39744
O 3.22430 -1.73968 -3.70003
C 4.38291 -1.36363 -2.90460
H -8.76928 -1.51991 3.55750
C 4.53094 -2.93983 9.96530
H -2.10411 -4.12749 -1.14707
H -3.73206 -5.65536 -0.48084
C -6.15237 -2.89297 2.88350
C -3.83707 -2.15010 -2.73275
H 2.04626 1.62202 -8.45799
C 6.05712 2.17948 3.26657
O -6.71098 -1.61515 3.27609
H 5.07897 -2.20186 -2.93561
C 2.79214 5.39825 0.91295
C 0.89930 -3.52670 -4.56907
C 3.43271 -1.75216 5.04377
H 4.87246 -0.46472 -3.27930
H -1.59934 1.24503 -2.77411
H -0.29809 2.76979 2.88015
H 3.54259 4.04078 -1.60011
C 3.68483 4.96108 3.03904
C 5.19734 1.75127 -2.16125
C -0.87025 4.33078 1.53374
H 4.97400 -1.50074 6.58813
H 4.16828 -1.12009 -1.86406
H -0.89937 -4.62245 -4.13773
H 4.20226 1.30821 -2.12095
H 1.83622 -1.37076 -2.31267
H -3.98753 -9.18674 -4.89405
H -2.76456 -6.22212 0.80766
H 0.33156 -0.51844 1.68029
H 0.37699 -3.56573 0.58840
N -3.27661 0.20102 -2.19052
N 4.77889 2.84957 3.30812
H -4.01261 4.27758 5.68259
C 3.36918 -0.48401 8.67740
H 3.91351 -0.83374 0.72380
H 2.76202 -1.30777 9.05273
H 2.30315 0.02886 -3.14966
O -3.65942 2.41004 -0.42273
N 0.10677 -2.34311 -4.28593
O -0.54750 -4.39842 -6.23599
H 3.97053 -2.60580 4.63127
C 4.86300 -0.68075 9.13062
H -2.06331 -6.06850 -2.67509
H -2.70506 -9.03401 -3.03238
H -2.03056 -1.81570 2.36764
H -6.44784 -2.82873 -2.39487
H -3.48226 2.92781 -2.45533
C 2.07431 -1.02346 -3.31805
H -0.48812 7.22387 -0.00276
H -3.87691 2.08416 2.30197
H -1.49667 4.16717 -6.98645
H -6.11186 -3.63698 3.67907
H -1.61787 0.92649 -1.09637
N -1.04020 4.46808 4.02099
H 1.54796 3.71584 -3.47913
O -3.67133 0.79027 3.87590
H -4.04037 0.26647 -1.53289
O 4.90189 0.56629 1.93150
O 5.23183 2.78382 0.03104
C -3.87894 6.94893 5.82427
C 5.41193 3.03769 -1.34577
H 1.04070 2.89731 -6.58321
H -6.16542 -3.39403 -0.73304
H 2.78850 0.26417 -10.15123
C -2.54982 0.03831 3.46540
H 6.56413 2.32701 4.22013
H 5.38897 1.91354 -3.22193
C 1.30187 2.00022 -9.15867
H 4.55501 -2.55080 10.98323
H -1.94988 4.47242 1.58295
H -4.95089 -2.24704 1.29404
O 2.01068 -2.04479 4.76228
H 5.66142 -0.81156 0.52060
C 5.95935 0.70212 2.96022
H -1.80198 0.68541 3.00703
H 5.62581 -0.15819 8.55343
C -4.78819 -2.73609 2.25449
H -1.39859 -7.42362 -0.93450
H 2.10840 -1.66170 2.70359
C -2.62923 -6.94876 -2.37015
H -2.08838 -4.08537 0.49445
H -5.26349 1.95363 3.21159
C -2.90978 2.58113 -1.59499
H -2.05938 -4.96110 -7.47900
H 0.11414 3.49289 -2.42711
H -2.82423 3.79679 3.41916
H 5.77520 4.57592 2.87083
O -0.36163 5.65924 1.27958
H 0.72399 4.12298 2.90790
H -1.12364 -8.37285 -2.99778
O -0.48271 -5.16089 -0.30511
H -3.25179 7.34772 6.62161
H 5.20355 4.51461 4.56753
C 0.39183 -4.09682 -0.36334
H 1.77299 2.79118 -9.74221
C 4.95217 4.29808 3.52926
C -2.72238 -1.08698 -2.40414
C 4.85899 -0.70407 1.25044
H 0.21210 -3.52997 -1.27683
H -1.11399 5.42726 3.71336
H -2.13910 -1.43641 -1.55221
C -0.33297 3.85919 2.87102
H -2.08659 3.28284 -1.46064
H 4.55864 4.28226 -3.02550
H 1.85451 -3.36208 3.20115
H 4.93719 5.09164 -1.45873
C 0.78491 -0.44259 0.69195
H -4.31826 7.75718 5.23960
H -1.53132 3.99305 -4.41024
C -0.95637 3.37133 -6.47379
H -3.34543 -3.05033 -3.10151
C -2.88501 -1.16055 2.53729
*
```

=====

2.
Computed, not measured: a structure of composition C53H33Cl5F15GeMgN7O3S2, with the ωB97M-V functional and the def2-TZVPD basis.

For the HOMO-LUMO gap, the calculation gives 5.21 eV. The energy above the lowest of the compared OMol25 structures with the same formula, charge and spin comes out at 81.9 kJ/mol. As for the electronic energy: -9521.0861 Eh. The maximum force is 1.00 eV Å⁻¹.

```
! wB97M-V def2-TZVPD RIJCOSX def2/J DEFGRID3
* xyz -2 1
F 4.60889 0.31508 0.35049
C -5.05979 2.16505 -3.94765
C 3.32858 0.55850 5.42031
C 1.84587 6.00450 2.60702
C 3.66137 -4.47518 2.68223
H -2.90230 4.11948 -4.62470
C -7.32104 0.34510 -2.65106
C -3.77792 0.40831 -2.70049
C -7.05228 0.44219 0.10397
H -0.56160 -3.05457 4.67470
F 3.30867 4.74138 -0.55039
Cl -8.23028 -1.96143 0.46997
F 0.56087 1.40384 3.29881
C 3.54735 -3.12485 2.36702
C 4.66415 -2.34236 -1.77855
F -0.72829 3.25921 1.02465
C 2.84329 1.44262 2.80149
H -7.43382 0.30177 -3.72834
F 7.15725 2.97218 -2.56200
Ge 2.22207 2.03942 0.95860
N -1.05914 -1.52282 -1.41392
H 5.80892 -1.87792 4.56687
C 0.13849 4.13552 1.53109
C 4.34020 -2.59475 -0.46054
H -5.82147 3.38046 -2.30577
Cl 0.31089 -6.58046 -3.05364
C 0.50030 6.29996 2.48415
C 6.11320 2.82725 -1.73752
H 5.69715 -2.37261 -2.10248
N -0.87822 -2.21928 4.20636
C 5.23582 3.87595 -1.53878
H -2.06971 0.03977 -0.39236
C 4.16270 3.70943 -0.68032
F -1.66654 5.64463 1.84356
H -4.23974 0.63194 -1.74543
N 2.02944 -2.21264 -0.94353
C -0.32533 -1.96947 2.98343
F 0.03292 7.48532 2.88811
H -4.92860 3.01235 -4.62231
N -2.15974 -1.28935 -3.34593
F 1.01465 0.45543 5.80478
C 2.02666 0.70244 4.97421
C 2.99985 -2.50882 -0.06742
C -2.77383 2.82354 -2.84612
H -0.68438 -2.78130 -3.10258
O -3.03620 1.29290 -4.75985
C 1.48012 3.81278 1.62969
C -1.06856 -7.54262 -0.90074
N 0.90343 -2.47207 2.82901
C 4.82070 1.49867 -0.24081
C 4.54603 -4.88944 3.66707
F 6.74405 0.60293 -1.30933
N -2.59160 -0.38049 -2.44239
C -3.10749 2.99342 -1.35942
C -1.23244 -1.94827 -2.69429
C 3.94415 2.53964 0.01979
C 5.31776 -3.95937 4.35010
H -2.57392 2.04173 -5.14779
Mg 0.08673 -2.59117 -0.01673
H -0.70225 3.40293 -2.65341
N 1.35434 -2.39994 1.58596
C 2.30529 4.76814 2.19219
C -1.60255 -6.18225 1.01372
C 2.34787 -2.00227 -2.20959
C 1.81320 1.15580 3.68487
H 1.52373 -1.78220 -2.87670
Cl -2.31569 -6.00866 2.58946
C -3.62848 1.70415 -3.52893
F 5.63875 0.81164 5.04913
C -6.58789 1.48476 -0.68508
F 3.61240 4.50058 2.35172
C -1.01995 -5.05793 0.43535
H -6.12026 2.33533 -0.20388
F 5.43614 5.03538 -2.18552
H -5.43621 1.34303 -4.56110
H 3.86669 -1.83711 -3.71798
H 5.10189 -2.82869 0.26994
Cl -2.36410 -8.80109 1.11971
C -6.15842 2.55870 -2.93681
C -1.63351 -7.42424 0.35408
H 4.62693 -5.94253 3.90811
H -4.17440 3.11973 -1.18293
H -0.95531 2.23063 -3.94583
F 3.56982 0.15431 6.66866
F 2.67938 6.91895 3.12594
H -2.60050 3.88360 -0.98713
H -0.96889 1.72523 -2.26215
C -0.42785 -6.43404 -1.48436
C -1.26940 2.51638 -2.94190
C -0.36071 5.35791 1.95212
C 3.65034 -2.04266 -2.67864
C -0.37587 -5.19444 -0.85262
H 3.05752 -5.19629 2.14438
C 4.12866 1.31482 3.29325
H -4.43848 -0.24063 -3.27478
F 5.19522 1.64267 2.54757
S -1.15141 -0.95631 1.91214
C 4.33026 -2.20037 3.04900
H 4.24873 -1.15545 2.77567
C -7.79460 -0.70210 -1.87899
H -8.26431 -1.56072 -2.33893
C 5.21131 -2.61110 4.03777
O 0.19923 -4.13322 -1.32184
H -2.74861 2.15397 -0.76758
C -3.02417 4.17536 -3.53883
O -0.99677 -3.87646 0.96117
C -6.69592 1.44541 -2.07087
C 2.58729 -2.68166 1.32097
H -6.99034 2.94073 -3.53711
H -2.30149 4.90087 -3.16429
C -7.65035 -0.64911 -0.50153
S 1.17664 1.00393 -0.51736
C -1.92407 -0.54137 -1.28747
C 4.38041 0.88814 4.58708
C 5.90096 1.62113 -1.09157
Cl -1.16613 -9.04697 -1.76177
H -1.85625 -2.00447 4.27195
H 6.00110 -4.28601 5.12498
H -6.93494 0.47081 1.17843
H -4.02233 4.56183 -3.32219
*
```

=====

3.
Computed, not measured: a structure of composition C53H36Cl2KN8O5P in a non-equilibrium geometry, with the ωB97M-V functional and the def2-TZVPD basis.

For the HOMO-LUMO gap, the calculation gives 4.50 eV. The energy above the lowest of the compared OMol25 structures with the same formula, charge and spin comes out at 0.0 kJ/mol. As for the electronic energy: -4717.1272 Eh. The maximum force is 3.97 eV Å⁻¹.

```
! wB97M-V def2-TZVPD RIJCOSX def2/J DEFGRID3
* xyz -2 1
H 8.24809 20.97265 6.94217
N 14.20511 17.23329 12.21474
C 9.33925 20.70105 8.71894
C 7.97864 15.44726 11.74387
C 17.25133 15.92975 17.47298
C 14.45382 16.82460 6.56243
H 13.88802 19.34881 14.10390
C 11.27914 12.44138 14.96726
H 16.75288 12.21733 11.42139
N 14.09829 15.37040 14.50493
C 16.03729 15.77614 16.55976
H 9.62475 19.44325 12.34825
C 17.79237 13.94558 10.62413
C 9.39375 13.10036 11.31509
N 10.76884 18.27737 13.35549
N 16.01301 13.66882 8.46655
C 13.06537 18.56015 10.83198
K 12.96938 14.07540 12.04737
H 9.47816 19.20361 5.70526
C 10.55679 18.53306 7.43907
N 14.01579 11.80080 10.13578
H 14.18470 12.72378 17.42393
H 10.60102 20.12846 10.43489
O 10.56944 19.46261 12.59287
C 9.33945 15.28890 12.08878
P 11.74044 17.53673 9.74341
H 12.04683 16.80707 13.70172
C 7.28736 14.30944 11.26333
C 14.44422 15.43547 6.53247
N 12.18308 13.40112 14.83877
H 13.60233 13.65953 7.47372
H 10.41469 10.91290 16.16309
H 12.02634 14.87525 8.90353
H 13.51596 22.02911 10.85359
C 9.04972 20.41653 7.41276
Cl 14.60333 6.85317 11.29645
N 10.01270 14.16476 11.78199
O 15.31863 10.84683 8.37723
O 9.19279 10.75962 11.24056
C 9.67758 19.36092 6.77208
H 7.49924 16.38438 11.93888
H 13.08364 20.10146 9.23077
C 13.11606 19.98885 10.30016
H 10.96230 17.66319 6.92774
H 15.24661 9.44979 10.52956
C 14.13324 9.40726 10.50936
H 10.53877 12.40911 14.18379
H 18.47225 14.02421 11.48633
N 11.32985 11.68849 11.06213
C 12.36957 11.56541 16.90795
H 9.83409 16.07535 12.70543
O 17.33702 15.21281 18.50001
C 12.71430 16.87062 8.33654
H 14.33009 17.00760 10.10328
C 16.75287 18.32663 11.70398
O 18.09376 16.72063 16.95122
C 13.58209 17.56120 7.42225
C 13.56838 14.75423 7.41245
C 11.91092 10.55757 10.63124
C 9.95522 11.72884 11.15144
C 14.49017 17.76266 10.85428
C 15.01672 14.81457 16.70713
C 14.05650 14.67493 15.67033
C 11.88340 17.73971 13.12102
C 12.15651 8.12480 10.98893
C 15.03060 16.35149 14.42510
C 16.01553 16.56392 15.39398
H 16.72590 15.48007 7.80296
H 15.09596 17.38228 5.86562
H 18.49002 15.69552 9.47704
C 13.05234 18.34814 12.37812
C 15.81635 18.39962 10.70596
C 16.77024 12.98582 10.63122
Cl 11.43758 6.79856 11.82453
H 16.76105 17.35276 15.23968
C 16.80834 14.70533 8.58297
C 12.72692 15.46155 8.27574
H 15.92212 18.89873 9.76012
C 13.56920 8.20463 10.90499
C 15.98698 12.78231 9.43582
H 14.03631 21.63847 13.11671
C 13.78062 20.73352 12.50932
H 14.79743 14.30691 17.64781
H 12.48176 10.83905 17.66964
C 7.96641 13.09507 11.19075
C 10.26195 19.92828 9.42413
H 8.83788 21.54038 9.18463
C 13.13193 13.55744 15.76954
H 17.32543 17.17252 13.50383
C 15.04985 11.68643 9.23947
H 7.55079 12.10046 10.92914
C 11.30639 11.54361 16.01181
C 17.83698 14.82920 9.55318
H 17.67561 18.85678 11.57693
H 10.27381 9.08606 10.60328
H 6.25566 14.46004 10.94167
C 13.61646 19.53866 13.08402
C 16.54533 17.53114 12.85997
C 15.23406 17.12403 13.16048
C 13.49614 20.96877 11.12330
H 15.09653 14.90531 5.85544
C 10.86732 18.79952 8.81068
H 13.46196 18.62237 7.33844
C 13.37277 10.63403 10.36736
C 11.34026 9.20598 10.65340
C 13.30559 12.59308 16.78176
*
```